Density functional theory data (the ωB97M-V functional and the def2-TZVPD basis) for a cluster of 15 separate species, C53H127N9O32 in total in a non-equilibrium geometry.

Values from the calculation:
HOMO energy ... -0.3224 Eh
Lowest unoccupied orbital energy ... -0.37 eV
DFT total energy ... -4995.1737 Eh
Kohn-Sham gap ... 0.309 Ha

The geometry in ORCA input format:
```
! RIJCOSX wB97M-V def2-TZVPD def2/J DEFGRID3
* xyz 0 1
O -3.284 -3.788 8.312
O -2.435 -4.964 -4.199
O 1.229 -7.210 -0.729
O -2.236 6.827 0.256
O 4.172 -1.217 -1.328
O 1.507 -3.649 -5.843
O -2.571 6.461 3.306
O -1.202 -0.522 -7.493
O 2.087 1.938 -4.291
O -4.320 -1.924 0.966
O -1.519 1.926 1.973
O -1.852 3.268 6.177
O -0.646 1.464 -4.957
O 3.509 3.370 3.325
O -1.161 0.731 -0.506
O 5.587 -0.844 -4.635
O -0.203 -3.270 1.294
O -3.825 -3.893 0.346
O -6.438 -0.835 3.756
O -5.569 -1.058 -1.692
O -2.641 5.833 -2.564
O -2.236 -4.653 11.217
O -0.250 -6.607 -3.383
O 5.724 0.673 1.923
O 8.322 -1.300 -5.601
O -1.340 -2.117 2.704
O -3.211 4.232 7.542
O -5.841 -2.469 4.964
O 1.482 5.634 -0.768
O -1.776 -1.570 7.122
O 3.617 0.117 1.712
O 0.058 -1.375 -1.556
N 3.718 -3.054 -5.577
N -5.516 -1.452 4.320
N -3.681 -2.659 0.260
N 2.391 2.346 4.956
N -6.592 -0.509 0.138
N -2.074 3.955 7.180
N 4.601 0.759 1.395
N 2.063 4.051 0.790
N -0.458 -2.218 1.897
C -2.619 1.256 1.281
C 1.405 2.674 -5.316
C -2.457 -3.259 11.157
C -1.393 1.591 3.362
C -7.463 0.294 -1.975
C 4.847 -2.113 -0.506
C 3.411 4.444 5.478
C -0.730 -0.686 6.593
C 0.904 3.213 0.832
C 0.809 -2.491 -2.060
C -2.570 -4.955 8.722
C 2.007 -1.357 -6.037
C -2.141 7.811 1.321
C -1.865 -2.874 6.552
C -0.656 0.839 -1.849
C 2.973 2.699 -3.506
C -2.883 -5.414 10.164
C 1.111 -5.977 -1.427
C -6.476 -0.432 -1.196
C -1.358 -5.113 -5.072
C 4.389 1.698 0.230
C -0.631 -6.401 -4.761
C 4.227 -1.278 -2.777
C -4.084 -1.013 4.254
C -2.554 -2.142 -0.547
C -1.025 -1.895 -7.871
C 0.459 -1.076 1.661
C 3.530 5.861 0.421
C 5.601 -0.900 -3.243
C -2.823 5.158 2.803
C 2.073 1.148 4.262
C 0.524 -0.147 -2.027
C -1.785 -0.368 -6.182
C -7.122 0.437 1.007
C 2.399 -2.798 -5.848
C -2.876 4.600 -3.220
C 6.422 0.128 -5.343
C -0.947 4.264 8.099
C 4.121 -4.421 -5.227
C -3.242 -3.425 6.986
C 3.077 3.354 4.464
C 0.318 1.870 -5.993
C -2.679 -3.575 -3.781
C 2.236 5.156 0.032
C -2.360 1.398 -0.234
C 9.702 -1.458 -5.490
C -1.909 0.989 -5.472
C 1.010 -6.096 -2.943
C 1.080 -7.003 0.643
C 7.891 -0.059 -5.149
C -1.447 7.057 -0.915
C -3.047 7.558 2.540
C -1.379 5.882 -1.849
H 2.506 4.959 5.800
H 5.893 -1.822 -0.412
H 5.208 -4.410 -5.310
H 1.286 -7.956 1.131
H -2.047 4.125 -3.744
H 1.114 -5.122 -3.421
H 4.028 -2.231 -3.267
H 1.851 -6.696 -3.293
H 2.262 2.352 5.958
H -2.708 -5.700 7.938
H -3.026 8.487 3.109
H -3.946 -5.220 10.304
H -3.174 0.949 -0.802
H -3.452 -4.354 6.457
H 0.641 3.253 1.889
H 5.890 0.073 -2.845
H 3.232 2.134 -2.611
H 0.955 -1.339 0.726
H 0.848 -0.146 -3.068
H -7.588 -0.188 -2.945
H -1.066 -3.582 6.776
H 10.202 -1.566 -4.528
H -1.354 4.328 9.108
H 9.837 -2.401 -6.020
H -3.731 -0.773 5.257
H 0.325 -3.438 -1.819
H -1.202 -7.271 -5.086
H -0.150 -0.176 1.576
H 4.936 1.340 -0.642
H -3.473 -3.577 -3.035
H 1.886 -5.261 -1.152
H 8.141 0.027 -4.092
H -2.969 -1.863 -1.515
H 1.299 0.245 -1.370
H 1.662 1.416 3.288
H 0.252 -1.138 6.457
H -2.242 2.453 -0.482
H -3.542 1.799 1.486
H 1.434 -0.867 -5.250
H -5.966 -1.209 0.511
H -2.309 8.793 0.878
H -2.570 0.842 -4.618
H 3.330 1.753 -0.022
H -8.448 0.249 -1.510
H -3.952 -0.150 3.601
H 0.111 3.590 0.185
H -2.128 -1.272 -0.047
H 3.752 -4.854 -4.298
H -2.797 -0.768 -6.110
H 0.691 -2.474 -3.143
H 0.926 3.511 -4.808
H -4.077 7.521 2.185
H 3.829 -5.059 -6.062
H -1.830 -3.095 -3.293
H 1.188 -1.039 2.471
H -1.125 7.901 1.705
H 2.900 -0.782 -6.282
H 2.999 0.607 4.069
H 4.738 -3.137 -0.864
H -0.437 7.400 -0.694
H -1.496 0.499 -2.455
H -1.311 5.002 -1.209
H -0.157 2.558 -6.693
H 3.477 -0.725 -3.343
H -1.288 -0.992 -5.439
H -2.942 -2.913 -4.606
H -2.090 -2.868 12.106
H -2.035 -2.783 10.272
H -2.696 4.393 3.570
H -6.952 1.250 -2.091
H -2.355 1.759 3.846
H 2.596 3.660 -3.157
H 6.145 -0.052 -6.382
H 3.781 2.993 -4.176
H -4.043 -2.702 6.833
H 4.508 -2.093 0.530
H -0.462 5.131 7.650
H -2.738 0.222 1.605
H -2.433 1.683 -6.129
H 3.653 5.851 1.504
H 0.215 -6.435 -5.448
H 4.457 -2.375 -5.466
H -1.003 -0.025 5.770
H -1.861 -5.035 -6.035
H 1.687 -6.181 1.022
H -0.278 3.403 8.097
H -1.489 -4.860 8.621
H -2.010 -2.362 -7.904
H -3.820 4.947 2.417
H 4.284 5.241 -0.065
H 2.068 3.037 -6.102
H 2.711 3.853 1.539
H 8.468 0.771 -5.558
H -7.453 1.367 0.546
H -0.607 5.907 -2.618
H 3.914 3.974 6.324
H -1.854 7.945 -1.400
H 3.590 6.864 0.000
H -0.491 -1.860 -8.820
H -3.539 -3.130 11.186
H 1.121 2.179 0.564
H -3.570 4.816 -4.033
H -0.606 -4.334 -4.942
H -0.432 -2.496 -7.180
H -7.919 0.071 1.655
H 0.616 0.972 -6.534
H 4.089 5.225 5.133
H -6.261 0.668 1.634
H 1.826 -2.444 -1.671
H 4.907 2.634 0.439
H 6.324 -1.671 -2.976
H -0.917 0.684 3.732
H -3.507 -1.844 3.847
H 10.215 -0.766 -6.158
H -0.785 2.388 3.791
H 0.193 -5.474 -1.125
H -0.401 1.854 -2.151
H -2.072 5.041 2.022
H 1.500 -1.237 -6.994
H 1.320 0.496 4.704
H -2.728 -6.488 10.271
H -3.271 3.795 -2.601
H -1.739 -2.841 -0.739
H -1.788 -2.768 5.470
H 6.106 1.100 -4.964
H 0.060 -6.788 0.962
H -0.466 0.059 7.343
*
```